(1)
Molecular formula: C6H14O3Pr
Method: DFT, ωB97M-V/def2-TZVPD

Output
⟨S²⟩: 2.003
Charge: +3
Multiplicity: 3
E_HOMO (spin up / spin down) in eV: -21.55 / -21.55
Gap between HOMO and LUMO (spin up / spin down) in eV: 5.03 / 6.60
Lowest unoccupied orbital energy (spin up / spin down) in eV: -16.52 / -14.95

Each line ends with the Mulliken spin population.
Positions of all 24 atoms, in Å:
H (-1.804366, 1.803626, 0.957869)  0.00
C (0.227076, -1.501125, -1.284559)  0.00
H (0.327946, -4.371773, 0.382562)  0.00
O (-0.211700, 0.781028, -1.693654)  0.00
H (-1.485630, 2.387155, -1.787741)  0.00
H (1.992652, 2.572132, 1.415902)  0.00
H (1.717017, 2.814588, 3.177610)  0.00
O (-0.764449, 0.121237, 0.423307)  -0.01
H (-2.630071, 0.875176, -0.303417)  0.00
H (1.558203, -3.779110, -0.781281)  0.00
H (0.521605, 1.823524, 2.201736)  0.00
C (0.187533, -0.098235, -0.715922)  0.00
H (1.157343, 0.161775, -0.259966)  0.00
O (0.128245, -2.413109, -0.188642)  0.00
H (-0.092067, 2.568589, -0.658820)  0.00
H (-0.124111, -4.122516, -1.339152)  0.00
H (-0.593227, -1.662238, -1.996811)  0.00
Pr (-1.142650, -1.886471, 1.580736)  2.02
C (-0.849556, 1.878732, -1.057886)  0.00
H (1.184047, -1.666264, -1.795667)  0.00
C (-1.650223, 1.209559, 0.052390)  0.00
H (0.614314, 3.571182, 1.979980)  0.00
C (0.496254, -3.761347, -0.509256)  0.00
C (1.235819, 2.693880, 2.200688)  0.00

Forces on atoms 1 to 6 (eV/Å):
H 0.23 0.15 -0.26
C -0.24 0.82 -1.17
H 0.09 -0.13 0.01
O -0.05 -1.35 0.52
H 0.17 -0.11 0.13
H -0.17 0.00 0.23


(2)
Molecular formula: C47H105F6N4O14Y
Method: DFT, ωB97M-V/def2-TZVPD

Output
⟨S²⟩: 0.754
Charge: +1
Multiplicity: 2
E_HOMO (spin up / spin down) in eV: -9.28 / -9.28
Gap between HOMO and LUMO (spin up / spin down) in eV: 4.66 / 2.94
Lowest unoccupied orbital energy (spin up / spin down) in eV: -4.61 / -6.34

Each line ends with the Mulliken spin population.
Positions of all 177 atoms, in Å:
H (-6.204796, 0.010339, -0.885322)  0.00
H (1.753625, -0.244665, 7.264921)  0.00
H (-0.072735, 0.170242, 3.175784)  0.00
H (-0.139301, 5.327607, -0.946000)  0.00
H (1.277736, -0.837196, 3.168468)  0.00
H (-0.331865, -6.437446, 5.835462)  0.00
H (1.470978, 8.981446, -3.305838)  0.00
H (4.674499, -0.831894, 7.202282)  0.00
H (-0.431349, 8.190328, 1.208799)  0.00
H (3.361003, 6.087083, -0.911717)  0.00
Y (5.373176, -1.694313, -3.349821)  0.00
C (-5.182810, 3.421385, -1.610303)  0.08
H (0.043942, -1.115618, 4.363462)  0.00
H (2.166775, 9.513080, -1.869997)  0.00
H (-5.102887, -0.146590, -4.407412)  0.00
C (-2.030502, -4.181141, -0.021690)  0.00
H (-0.728041, -4.809839, 3.753439)  0.00
C (1.450579, 0.729350, 4.572514)  0.00
H (-6.572663, 0.985475, -2.353538)  0.00
C (0.609481, -0.329140, 3.863747)  0.00
O (5.809131, 0.098720, -1.942094)  0.00
N (-3.230575, -5.916458, -1.034789)  0.00
C (-3.284019, -7.822985, 0.622066)  0.00
H (-2.752375, -8.420908, -0.118172)  0.00
H (-6.044256, -5.686898, -0.442387)  0.00
H (-2.502402, -7.719843, 1.374750)  0.00
C (0.231594, 8.403954, -1.678813)  0.00
H (-6.210267, -6.712630, 0.740707)  0.00
F (3.346365, -2.538956, 1.543328)  0.00
H (-1.541004, -5.464528, 1.611492)  0.00
H (-3.049032, 3.857560, -0.262631)  0.00
H (-0.137665, -0.159648, -5.240678)  0.00
H (0.760683, -3.573136, 3.593769)  0.00
O (-3.839698, 1.106225, -0.270630)  0.09
H (4.733630, -2.084590, 4.412442)  0.00
C (-1.780593, -4.408152, -2.448539)  0.00
H (1.380858, 4.656562, -1.375105)  0.00
H (-2.489311, 2.487211, -3.644562)  -0.03
O (1.953337, -0.707331, -0.574593)  0.00
O (1.838631, -0.786328, 6.476897)  0.00
C (2.501454, -2.987880, 0.601091)  0.00
H (0.540032, 1.265413, -1.404972)  0.00
C (4.869010, -0.147958, 6.376140)  0.00
H (2.578567, 5.793805, 1.778291)  0.00
C (-4.544796, 0.209627, -2.348997)  0.00
C (-1.933749, -5.230565, -1.122268)  0.00
H (5.102779, 0.654459, -1.558994)  0.00
C (-0.704176, 7.489583, -2.612176)  0.00
H (1.240274, 2.191170, 6.085048)  0.00
C (-3.833211, 2.759049, -2.003681)  -0.02
C (-4.369730, 1.973444, -4.399952)  -0.01
O (3.611136, -1.935436, -1.536456)  0.00
H (4.942684, 1.555931, 4.275031)  0.00
H (-2.321519, -3.893850, 2.090121)  0.00
H (3.518855, 7.679363, -2.594821)  0.00
O (-3.379160, -6.708907, -2.139593)  0.00
H (-0.056549, -0.956593, -1.250859)  0.00
H (-4.122861, -5.904773, 2.117838)  0.00
H (0.678519, -2.630201, 5.965582)  0.00
H (-6.603254, -0.736520, -2.420805)  0.00
H (1.611948, -2.501917, -1.382941)  0.00
C (4.426947, 0.646735, 3.966033)  0.00
H (-0.802674, 2.090731, -4.868836)  0.00
C (1.614454, 8.664167, -2.272956)  0.00
H (-1.553416, 7.057618, -2.082749)  0.00
H (3.075617, -1.706182, 3.870595)  0.00
C (0.539711, 0.585474, -5.657883)  0.00
H (-3.865119, -1.409784, -1.000076)  0.00
C (0.280644, 0.842904, -0.434257)  0.00
H (-4.540656, -4.531934, 1.069262)  0.00
H (0.002744, 2.390123, 4.781302)  0.00
O (-0.687474, 7.622220, 0.478558)  0.00
C (3.835893, -0.255838, 5.224298)  0.00
H (-1.623463, -5.174314, 5.872975)  0.00
C (0.528736, -0.579352, -0.412271)  0.00
H (4.051258, -0.265021, 0.737845)  0.00
H (-3.475127, -0.094990, -4.370889)  0.00
H (-4.045263, -8.406487, 1.139895)  0.00
H (-0.483798, -7.069636, -1.382957)  0.00
H (3.492770, -2.366473, 5.575986)  0.00
C (-3.518585, 2.834046, -3.552911)  0.05
H (-5.360760, 2.425731, -4.437210)  0.00
C (2.098761, 1.607420, 3.461802)  0.00
H (-1.049114, 8.132842, -3.421701)  0.00
H (-2.833424, -1.039141, -2.388699)  -0.01
C (2.528618, 7.455803, -2.197887)  0.00
O (3.728589, -0.800187, -4.865149)  0.00
C (0.854201, 5.127172, -0.544893)  0.00
H (2.721826, 0.655363, -3.253386)  0.00
C (-3.910334, -6.419320, 0.158130)  0.00
N (0.407062, 7.679886, -0.326311)  0.00
H (-1.150682, -3.538436, 0.009113)  0.00
H (0.241160, -5.471624, -1.092621)  0.00
H (-5.039053, 4.501261, -1.574152)  0.00
N (2.419934, 0.119864, 5.536597)  0.00
H (-4.300943, -1.992388, -2.519759)  0.00
H (-1.038392, -3.609932, -2.458165)  0.00
H (-0.691219, 10.268551, -2.442024)  0.00
C (2.418862, -2.067550, -0.792757)  0.00
H (-2.846387, -3.461964, -0.093856)  0.00
C (3.396435, 1.054999, 2.880974)  0.00
C (1.378769, 6.557981, -0.084658)  0.00
C (-3.866424, -1.110899, -2.048295)  0.05
H (2.560968, 0.880869, -1.765041)  0.00
H (3.793130, 1.737988, 2.129803)  0.00
H (-2.755669, -4.151533, -2.862631)  0.00
C (3.750309, -1.734266, 4.726223)  0.00
H (-3.686466, 3.885606, -3.785632)  0.00
F (2.792355, -4.228646, 0.247877)  0.00
H (-1.282718, 9.527702, -0.918643)  0.00
H (-3.972517, 2.079385, -5.409460)  0.00
H (6.450205, -3.103333, -0.353262)  0.00
O (2.901994, 1.290375, -2.560178)  0.00
H (4.685306, 0.827282, 6.826966)  0.00
H (-2.646270, 4.526657, -1.757355)  0.00
H (0.800448, 1.528313, 0.235163)  0.00
O (1.869463, 0.248144, -5.182323)  0.00
C (2.723786, 6.960040, -0.770343)  0.00
H (1.336139, -4.576583, 5.824825)  0.00
H (-0.570614, -6.476641, 0.135275)  0.00
C (-0.609817, -5.439240, 6.173720)  0.00
H (-1.278397, -4.774864, -3.343761)  0.00
H (-0.153747, 1.194902, 6.042676)  0.00
C (1.763848, 6.386430, 1.362229)  0.00
H (3.127043, 0.194346, 2.268765)  0.00
H (2.684117, -6.646119, 1.025581)  0.00
H (0.971947, -5.266230, 3.657213)  0.00
C (0.568892, 1.685802, 5.390818)  0.00
N (-3.837424, 1.327078, -1.588861)  0.68
C (-0.405590, 9.752210, -1.525554)  0.00
H (0.527328, 0.919378, -6.695411)  0.00
C (-5.505164, -6.560758, -0.076525)  0.00
H (2.769689, -0.649394, -6.648514)  0.00
F (2.559045, -3.228513, -6.115058)  0.00
H (0.774049, 4.356630, 0.221889)  0.00
H (1.540190, 1.666464, 2.527663)  0.00
H (-0.483172, -5.337891, 7.251585)  0.00
H (2.113811, 6.608722, -2.744240)  0.00
F (1.358950, -3.081992, 1.272128)  0.00
O (6.324027, -2.816367, 0.551152)  0.00
H (0.968718, 6.049266, 2.027200)  0.00
H (-5.853252, 3.039371, -0.840458)  0.00
H (2.145830, 2.667055, 3.712871)  0.00
C (-0.620386, -6.107564, -0.889128)  0.00
C (-2.674850, 3.565607, -1.243884)  0.02
H (-0.107616, 6.616227, -2.875744)  0.00
O (4.883209, 0.182197, 0.582642)  0.00
C (-2.303165, -4.720496, 1.379909)  0.00
H (-1.775151, 2.953131, -1.184669)  0.01
F (1.692889, -2.800396, -4.250119)  0.00
H (-5.852249, 3.549808, -2.460872)  0.00
C (-6.072784, 0.098783, -1.963674)  0.06
C (-4.316946, 0.420590, -3.908713)  0.00
H (0.150866, -0.969391, 0.532816)  0.00
H (5.205698, 0.046919, 3.495014)  0.00
H (3.443200, 7.434712, -0.103096)  0.00
C (1.806953, -2.343012, -5.516707)  0.00
H (-0.785566, 0.896034, -0.214104)  0.00
H (-5.583206, -7.289483, -0.883350)  0.00
O (2.393689, -7.117740, 1.806261)  0.00
F (0.544131, -2.407707, -5.945048)  0.00
H (2.078311, 7.379230, 1.684062)  0.00
H (5.407411, -2.543470, 0.590682)  0.00
H (5.069277, 0.028263, -0.343596)  0.00
H (-3.048601, 0.570013, -0.179873)  0.02
O (-0.088380, -3.207531, 5.952578)  0.00
C (0.312451, -4.472356, 5.465239)  0.00
H (1.514215, -7.425673, 1.587302)  0.00
H (-4.268787, -6.469276, -2.409274)  0.00
C (2.544522, -0.907665, -5.613763)  0.00
C (-3.809028, -5.318452, 1.254219)  0.00
H (0.644172, 2.684274, -5.793825)  0.00
C (0.268657, 1.989626, -5.042456)  0.00
C (0.287166, -4.478952, 3.972434)  0.00
H (5.927969, -0.024745, 6.149137)  0.00
H (0.856507, 2.183570, -4.145282)  0.00
H (0.189840, 10.454260, -0.941871)  0.00

Forces on atoms 1 to 6 (eV/Å):
H 0.09 0.18 -0.03
H -0.07 -0.02 0.19
H -0.37 0.24 0.14
H -0.30 -0.34 0.16
H 0.14 -0.35 -0.06
H -0.39 -0.27 0.21